[1]
{
  "formula": "C21H50F7NO13S9",
  "method": "the ωB97M-V functional and the def2-TZVPD basis",
  "spin_multiplicity": 1,
  "e_lumo_ev": 0.177,
  "e_tot_ha": -6145.51184,
  "gap_ha": 0.305,
  "symbols": ["O", "C", "O", "C", "F", "F", "C", "F", "F", "C", "F", "F", "C", "O", "N", "S", "O", "O", "F", "H", "H", "C", "S", "O", "C", "H", "H", "H", "H", "H", "H", "C", "S", "O", "C", "H", "H", "H", "H", "H", "H", "C", "S", "O", "C", "H", "H", "H", "H", "H", "H", "C", "S", "O", "C", "H", "H", "H", "H", "H", "H", "C", "S", "O", "C", "H", "H", "H", "H", "H", "H", "C", "S", "O", "C", "H", "H", "H", "H", "H", "H", "C", "S", "O", "C", "H", "H", "H", "H", "H", "H", "C", "S", "O", "C", "H", "H", "H", "H", "H", "H"],
  "xyz": [[-3.9799, -3.4656, -3.9364], [-2.9332, -2.9568, -4.0900], [-2.7278, -1.7868, -4.7303], [-1.6399, -3.6535, -3.6135], [-1.9285, -4.9025, -3.2044], [-0.7883, -3.7195, -4.6753], [-0.8580, -2.9452, -2.4730], [0.3272, -3.5788, -2.3397], [-0.6187, -1.6372, -2.8297], [-1.5706, -2.9206, -1.0982], [-1.5706, -4.1534, -0.5563], [-2.8506, -2.5167, -1.3296], [-0.8356, -1.9486, -0.1391], [0.1717, -2.2811, 0.3800], [-1.4929, -0.6847, -0.0087], [-1.0369, 0.2829, 1.2765], [-2.0478, 1.2566, 1.4412], [-0.6136, -0.5122, 2.3584], [0.1553, 1.0050, 0.6208], [-2.7506, -1.0488, -4.1004], [-1.3607, -0.1745, -0.8816], [2.3825, 5.4098, 2.0363], [1.1778, 4.0959, 1.7725], [0.1024, 4.6979, 0.9253], [0.5407, 4.0925, 3.4460], [2.8650, 5.6072, 1.0809], [1.8761, 6.3090, 2.3882], [3.1230, 5.0744, 2.7630], [0.1674, 5.0893, 3.6846], [1.3309, 3.7872, 4.1280], [-0.2674, 3.3656, 3.4810], [4.3646, 0.9235, 3.0990], [2.7117, 0.2439, 2.9945], [1.7793, 1.4024, 2.8641], [2.6107, -0.3554, 4.6755], [4.6064, 1.3811, 2.1427], [4.3974, 1.6684, 3.8960], [5.0727, 0.1191, 3.2964], [2.7662, 0.4721, 5.3696], [3.3553, -1.1311, 4.8301], [1.6196, -0.7773, 4.8211], [6.4176, 3.9525, -0.7090], [5.6951, 2.3113, -0.8013], [6.1127, 1.5993, 0.4423], [6.7466, 1.7083, -2.1189], [5.9251, 4.4861, 0.1012], [7.4844, 3.8650, -0.5040], [6.2466, 4.4744, -1.6503], [7.7867, 1.7666, -1.8067], [6.5707, 2.2986, -3.0191], [6.4928, 0.6675, -2.3012], [-8.4099, -2.0407, -0.5670], [-6.8167, -2.8205, -0.8415], [-5.7722, -1.8414, -0.4271], [-6.8955, -2.7761, -2.6232], [-8.5473, -1.9338, 0.5070], [-8.4143, -1.0603, -1.0427], [-9.1909, -2.6747, -0.9877], [-7.0150, -1.7434, -2.9535], [-7.7355, -3.3808, -2.9645], [-5.9623, -3.1789, -3.0052], [11.3741, -0.0560, -0.4890], [9.8080, -0.9318, -0.4075], [8.9230, -0.3241, -1.4354], [9.2802, -0.2492, 1.1661], [11.8428, -0.3078, -1.4376], [11.1910, 1.0171, -0.4373], [12.0118, -0.3791, 0.3336], [9.2402, 0.8371, 1.0943], [9.9716, -0.5651, 1.9478], [8.2839, -0.6341, 1.3712], [-11.8187, -2.9783, -5.2528], [-10.8170, -4.2896, -4.5472], [-9.8124, -3.6280, -3.6707], [-9.9614, -4.7209, -6.0647], [-12.3997, -2.5389, -4.4452], [-11.1681, -2.2248, -5.6957], [-12.4893, -3.4001, -6.0011], [-9.4427, -3.8432, -6.4494], [-10.6819, -5.0956, -6.7913], [-9.2423, -5.5009, -5.8249], [-2.4146, 6.3904, 0.4935], [-1.5192, 7.8844, 0.9071], [-1.9434, 8.2832, 2.2767], [-2.4086, 8.9572, -0.2326], [-2.0303, 5.5965, 1.1271], [-3.4785, 6.5537, 0.6698], [-2.2232, 6.1358, -0.5484], [-3.4733, 8.9287, -0.0010], [-2.2269, 8.6256, -1.2549], [-2.0283, 9.9679, -0.1006], [3.4415, -5.2204, 3.9727], [2.2221, -4.0178, 4.5123], [2.8445, -3.2648, 5.6345], [1.1035, -5.2031, 5.2633], [4.2589, -4.6726, 3.5091], [3.8069, -5.7756, 4.8362], [2.9891, -5.8912, 3.2426], [1.6336, -5.7581, 6.0368], [0.7201, -5.8751, 4.4957], [0.2819, -4.6431, 5.7039]],
  "forces_ev_per_angstrom": [[-0.883, -0.564, -0.069], [0.569, 0.216, 0.259], [0.182, 0.363, 0.073], [0.377, -0.016, -0.269], [0.142, 0.304, -0.109], [-0.226, -0.072, 0.271], [0.437, -0.308, 0.058], [-0.413, 0.415, -0.068], [-0.123, -0.497, 0.168], [-0.327, 0.011, -0.240], [-0.077, 0.432, -0.191], [0.448, -0.202, 0.116], [-0.476, 0.337, -0.207], [0.398, -0.346, 0.368], [0.979, -0.372, 0.042], [-0.999, 0.378, 0.538], [0.116, 0.062, -0.265], [0.238, -0.256, -0.161], [0.463, -0.021, -0.126], [-0.029, -0.068, -0.204], [-0.699, 0.130, -0.009], [0.040, 0.033, 0.077], [-0.003, 0.146, -0.193], [-0.029, 0.061, -0.044], [-0.030, 0.027, 0.093], [-0.016, -0.015, -0.018], [-0.042, -0.023, -0.014], [0.015, -0.005, -0.012], [-0.006, 0.002, -0.057], [-0.002, -0.060, 0.003], [0.020, -0.039, -0.014], [0.006, 0.111, 0.103], [-0.034, -0.206, -0.199], [0.125, 0.040, 0.290], [-0.006, 0.251, 0.082], [0.024, -0.047, -0.039], [-0.031, -0.026, 0.018], [-0.005, -0.022, -0.001], [-0.014, 0.036, -0.046], [-0.013, -0.070, 0.019], [-0.015, -0.024, -0.044], [0.017, 0.070, -0.011], [-0.030, -0.043, -0.026], [0.047, 0.036, 0.035], [0.013, 0.082, -0.093], [-0.017, -0.017, 0.009], [-0.003, -0.036, 0.002], [-0.008, 0.010, 0.001], [0.010, -0.055, 0.021], [-0.054, 0.006, 0.020], [0.002, -0.021, 0.037], [-0.087, 0.014, 0.038], [0.018, -0.014, 0.031], [0.025, 0.041, -0.005], [-0.022, -0.060, -0.166], [0.020, -0.008, 0.006], [0.033, 0.003, -0.004], [0.009, 0.000, -0.024], [-0.003, 0.019, 0.054], [-0.002, 0.038, 0.018], [-0.023, 0.000, 0.053], [0.059, 0.037, 0.013], [-0.054, -0.027, 0.121], [0.059, 0.023, -0.161], [0.040, -0.006, 0.093], [-0.014, -0.017, -0.012], [-0.032, -0.004, -0.002], [0.006, -0.008, -0.003], [-0.028, -0.003, -0.038], [-0.005, -0.012, 0.003], [-0.022, 0.014, -0.036], [-0.040, 0.041, -0.051], [-0.032, -0.038, -0.003], [-0.018, 0.033, 0.052], [0.015, -0.013, -0.074], [0.005, -0.014, 0.023], [0.028, -0.013, 0.017], [-0.012, -0.001, 0.006], [-0.004, 0.017, 0.031], [0.002, -0.013, 0.000], [-0.003, -0.007, 0.026], [-0.150, -0.040, 0.018], [0.076, -0.054, -0.050], [-0.026, 0.020, 0.058], [-0.034, 0.042, -0.045], [0.064, -0.002, -0.028], [0.015, 0.047, 0.004], [0.036, -0.021, 0.003], [0.007, -0.017, 0.031], [0.007, 0.004, -0.003], [0.016, -0.002, 0.018], [0.013, -0.076, -0.059], [-0.015, -0.033, 0.004], [0.087, -0.068, 0.089], [-0.071, -0.072, -0.021], [-0.007, 0.025, -0.002], [-0.016, 0.029, 0.025], [0.009, 0.007, -0.017], [0.031, 0.028, -0.001], [-0.018, 0.007, -0.001], [0.003, 0.026, -0.006]]
}

---

[2]
{
  "formula": "C5H12N2O",
  "method": "the ωB97M-V functional and the def2-TZVPD basis",
  "smiles": "CC(=O)N(C)CCN",
  "spin_multiplicity": 1,
  "e_lumo_ev": 0.893,
  "de_lowest_kj_mol": 127.19,
  "e_tot_ha": -382.45408,
  "gap_ha": 0.358,
  "symbols": ["C", "C", "N", "C", "C", "C", "N", "O", "H", "H", "H", "H", "H", "H", "H", "H", "H", "H", "H", "H"],
  "xyz": [[1.9113, -1.6815, -0.7811], [1.2035, -0.6822, 0.0905], [0.5758, 0.3742, -0.5244], [0.4900, 0.5248, -1.9509], [-0.4467, 1.0603, 0.2714], [-1.4832, 0.1825, 0.9412], [-2.8009, 0.8270, 0.9869], [1.2177, -0.7684, 1.3060], [2.1225, -2.6149, -0.2798], [1.3920, -1.8518, -1.7251], [2.8738, -1.2673, -1.0729], [-0.3310, -0.0347, -2.4239], [1.3502, 0.1179, -2.4380], [0.3343, 1.5534, -2.2717], [0.1152, 1.6031, 1.0420], [-0.9454, 1.8540, -0.2826], [-1.5227, -0.8516, 0.5904], [-1.1945, -0.0137, 1.9481], [-3.5208, 0.3368, 0.4834], [-3.0736, 1.0001, 1.9399]],
  "forces_ev_per_angstrom": [[0.287, 0.262, -0.770], [0.110, 0.365, 0.097], [-0.741, -0.224, -0.092], [-0.716, -0.512, -0.770], [1.097, 0.681, 0.561], [-0.825, -0.455, 0.323], [0.377, 0.209, -0.191], [-0.152, -0.189, 0.084], [-0.250, -0.049, 0.320], [-0.119, -0.242, 0.177], [0.228, 0.140, 0.013], [-0.265, -0.034, 0.354], [0.797, 0.163, -0.181], [0.290, 0.146, 0.352], [-0.245, -0.085, 0.124], [0.042, -0.343, -0.490], [-0.038, 0.177, -0.809], [0.497, 0.154, 0.868], [-0.066, -0.071, 0.084], [-0.306, -0.094, -0.054]]
}

---

Question: Which formula does entry 1 have?
Answer: C21H50F7NO13S9

---

Please write out number 2 again, unchanged.
{
  "formula": "C5H12N2O",
  "method": "the ωB97M-V functional and the def2-TZVPD basis",
  "smiles": "CC(=O)N(C)CCN",
  "spin_multiplicity": 1,
  "e_lumo_ev": 0.893,
  "de_lowest_kj_mol": 127.19,
  "e_tot_ha": -382.45408,
  "gap_ha": 0.358,
  "symbols": ["C", "C", "N", "C", "C", "C", "N", "O", "H", "H", "H", "H", "H", "H", "H", "H", "H", "H", "H", "H"],
  "xyz": [[1.9113, -1.6815, -0.7811], [1.2035, -0.6822, 0.0905], [0.5758, 0.3742, -0.5244], [0.4900, 0.5248, -1.9509], [-0.4467, 1.0603, 0.2714], [-1.4832, 0.1825, 0.9412], [-2.8009, 0.8270, 0.9869], [1.2177, -0.7684, 1.3060], [2.1225, -2.6149, -0.2798], [1.3920, -1.8518, -1.7251], [2.8738, -1.2673, -1.0729], [-0.3310, -0.0347, -2.4239], [1.3502, 0.1179, -2.4380], [0.3343, 1.5534, -2.2717], [0.1152, 1.6031, 1.0420], [-0.9454, 1.8540, -0.2826], [-1.5227, -0.8516, 0.5904], [-1.1945, -0.0137, 1.9481], [-3.5208, 0.3368, 0.4834], [-3.0736, 1.0001, 1.9399]],
  "forces_ev_per_angstrom": [[0.287, 0.262, -0.770], [0.110, 0.365, 0.097], [-0.741, -0.224, -0.092], [-0.716, -0.512, -0.770], [1.097, 0.681, 0.561], [-0.825, -0.455, 0.323], [0.377, 0.209, -0.191], [-0.152, -0.189, 0.084], [-0.250, -0.049, 0.320], [-0.119, -0.242, 0.177], [0.228, 0.140, 0.013], [-0.265, -0.034, 0.354], [0.797, 0.163, -0.181], [0.290, 0.146, 0.352], [-0.245, -0.085, 0.124], [0.042, -0.343, -0.490], [-0.038, 0.177, -0.809], [0.497, 0.154, 0.868], [-0.066, -0.071, 0.084], [-0.306, -0.094, -0.054]]
}